{"formula": "C6H14O", "method": "ωB97M-V/def2-TZVPD", "symbols": ["C", "C", "C", "O", "C", "C", "C", "H", "H", "H", "H", "H", "H", "H", "H", "H", "H", "H", "H", "H", "H"], "positions_angstrom": [[2.3002, -1.8018, 2.2075], [2.0695, -1.0411, 0.9044], [0.6119, -0.9793, 0.4535], [0.3120, 0.2979, -0.0548], [-0.9716, 0.3342, -0.6280], [-1.1266, 1.6188, -1.4180], [-2.4758, 1.6971, -2.1266], [1.6347, -2.6649, 2.2881], [3.3244, -2.1753, 2.2642], [2.1272, -1.1742, 3.0841], [2.4570, -0.0201, 0.9729], [2.6299, -1.5234, 0.1050], [-0.0796, -1.2214, 1.2732], [0.4427, -1.7244, -0.3403], [-1.7523, 0.2527, 0.1506], [-1.1047, -0.5315, -1.3005], [-0.3088, 1.6635, -2.1460], [-0.9951, 2.4702, -0.7408], [-3.3021, 1.7360, -1.4076], [-2.6351, 0.8214, -2.7675], [-2.5405, 2.5872, -2.7604]], "forces_ev_per_a": [[-0.02, -0.05, 0.05], [0.05, 0.06, -0.16], [0.03, -0.21, 0.13], [0.07, 0.05, -0.08], [-0.29, 0.04, -0.18], [0.04, 0.05, 0.00], [-0.06, 0.00, -0.02], [0.05, -0.01, -0.04], [-0.04, 0.06, 0.04], [-0.07, 0.00, -0.06], [-0.11, -0.09, 0.06], [0.16, 0.02, -0.04], [0.06, 0.02, 0.09], [-0.06, 0.00, 0.14], [0.15, 0.03, -0.08], [0.02, 0.11, 0.06], [-0.10, 0.01, 0.07], [-0.02, -0.08, -0.09], [0.11, -0.01, -0.10], [0.03, 0.13, 0.08], [0.00, -0.12, 0.12]], "homo_energy_ha": -0.3576, "smiles": "CCCOCCC", "de_lowest_ev": 0.7456, "lumo_ev": 1.180, "total_energy_ev": -8496.147, "spin_multiplicity": 1}